{"formula": "CH7NS2", "method": "ωB97M-V with the def2-TZVPD basis set", "fmax_ev_per_a": 3.1, "total_charge": 0, "e_homo_ev": -9.3, "e_tot_ev": -24310.4049, "smiles": "CSS.N", "molar_mass_g_mol": 97.208, "e_above_lowest_kj_mol": 78.17, "orbital_gap_ev": 9.69, "elements": ["N", "H", "H", "H", "C", "S", "S", "H", "H", "H", "H"], "coordinates": [[3.615, 0.835, -1.174], [3.921, 0.379, -2.042], [3.351, 1.842, -1.292], [2.997, 0.291, -0.658], [0.072, -0.188, -1.298], [-0.023, -0.207, 0.693], [-2.102, -0.266, 0.806], [1.007, -0.178, -1.769], [-0.361, -1.197, -1.505], [-0.491, 0.687, -1.770], [-2.148, 1.032, 1.044]]}